Record 1
84
Properties=species:S:1:pos:R:3:lowdin_charge:R:1 method="wB97M-V/def2-TZVPD" e_lumo_ev=0.117 charge=0 e_tot_ha=-2432.8339 orbital_gap_ev=8.979 e_homo_ev=-8.86
H 5.844 -1.085 2.078 0.12
C 4.978 0.215 3.528 -0.20
H 3.279 -0.654 -0.592 0.13
C -5.571 1.363 -1.319 -0.21
C 6.015 -0.807 3.123 -0.20
O 7.335 -0.286 3.201 -0.19
H -3.619 5.178 4.584 0.09
H 7.411 -0.580 5.263 0.08
H 5.054 1.110 2.902 0.13
H -5.991 -1.467 -4.052 0.09
H -4.974 1.678 -3.341 0.12
C 1.318 -4.344 -3.506 -0.22
C -5.574 -1.441 -3.039 -0.10
H 8.910 -0.065 4.465 0.09
H 2.769 1.653 -0.058 0.08
C -5.495 0.910 -2.760 -0.21
O 5.085 0.552 4.906 -0.19
F 2.985 -2.875 -2.685 0.13
H -1.107 3.234 0.664 0.12
H -6.151 -1.214 0.617 0.09
H 0.673 -1.285 0.898 0.13
C 2.470 -4.085 -2.838 -0.28
H -6.391 -1.468 -2.314 0.09
O -1.642 2.546 2.498 -0.20
H -0.186 -3.047 -6.368 0.13
H -5.088 0.123 1.098 0.07
H 2.252 -2.033 1.184 0.13
H 0.380 0.294 2.801 0.09
H -4.566 1.500 -0.907 0.12
H 1.490 1.660 2.584 0.09
C 1.064 0.782 2.101 -0.10
H -6.088 2.327 -1.279 0.13
H 0.932 -4.908 -5.475 0.12
H -3.098 1.082 2.368 0.08
O -3.247 -3.752 -5.381 -0.25
H -2.053 4.395 4.297 0.08
O -2.516 -4.379 -3.205 -0.25
H 0.510 1.102 1.217 0.08
H 0.632 -1.965 -5.290 0.12
H -2.855 3.069 0.897 0.12
O 1.516 0.335 -1.078 -0.19
C 8.026 -0.694 4.367 -0.12
H -2.083 -1.215 -3.503 0.09
C -2.707 5.214 3.990 -0.11
F 3.234 -5.025 -2.297 0.15
O -4.753 -0.292 -2.896 -0.20
C 1.752 -1.114 0.859 -0.19
H 5.096 2.620 4.878 0.09
H 1.626 2.361 -1.216 0.09
C 2.292 1.518 -1.031 -0.11
H 6.002 1.834 6.188 0.09
O -6.321 0.457 -0.526 -0.19
C -1.923 3.376 1.382 -0.20
H -6.500 0.795 -3.178 0.13
H -3.626 2.605 3.136 0.09
C 5.752 1.779 5.130 -0.12
C 2.194 -0.799 -0.553 -0.20
H -4.708 -0.852 -0.349 0.09
H 3.062 1.500 -1.811 0.09
H -1.039 5.148 2.230 0.13
H -4.946 -2.319 -2.895 0.08
H -0.972 -0.711 -4.729 0.09
C -2.794 1.907 3.020 -0.10
H -2.125 5.433 0.862 0.13
H -2.203 6.169 4.176 0.09
H 6.673 1.853 4.546 0.08
C 0.125 -2.923 -5.328 -0.18
H -2.534 1.503 3.997 0.09
O 2.133 -0.090 1.766 -0.21
F -1.371 -5.244 -5.108 -0.11
H -2.496 -1.416 -5.199 0.09
H 5.920 -1.711 3.733 0.13
C -1.686 -1.485 -4.477 -0.07
H 3.986 -0.215 3.375 0.11
C -1.981 4.837 1.769 -0.20
H 8.345 -1.738 4.276 0.09
S -2.137 -4.021 -4.528 0.59
H 2.147 -3.673 -5.312 0.13
F 0.346 -5.008 -2.854 0.08
N -1.029 -2.796 -4.410 -0.25
C -5.514 -0.414 0.244 -0.10
O -3.076 5.110 2.626 -0.19
H 1.944 -1.642 -1.192 0.10
C 1.180 -3.990 -4.942 -0.11

Record 2
84
Properties=species:S:1:pos:R:3:lowdin_spin:R:1 method="wB97M-V/def2-TZVPD" e_lumo_ev="2.436 / 2.188" charge=-1 de_lowest_ev=0.499 e_tot_ha=-4233.7666 orbital_gap_ev="7.517 / 7.269" e_homo_ev="-5.08 / -5.08" multiplicity=2
C -2.462 3.583 -0.977 0.00
H 4.260 2.195 -2.470 0.00
H 0.337 0.877 4.635 0.00
H 1.429 -0.878 -2.476 0.00
H 1.252 3.081 3.120 0.00
H 2.195 -0.263 -3.930 0.00
H 5.222 1.131 -3.495 0.00
N 2.403 -3.947 0.014 0.00
H 0.076 4.819 1.644 0.00
N -3.460 -1.911 -0.307 0.00
Ge -1.083 2.257 1.486 0.00
C 3.440 -0.150 -0.148 0.65
H -0.212 2.369 -2.005 0.00
H 5.657 -1.837 -2.138 0.00
C -0.081 -0.114 4.463 0.00
H -3.131 0.941 3.210 0.00
H 2.710 -0.248 3.077 0.00
H 2.824 3.742 2.664 0.00
H -2.121 -1.920 3.984 0.00
H -1.001 0.895 -2.599 0.00
H 4.108 -2.670 -2.095 0.00
H 2.257 3.461 -1.042 0.00
N -0.925 -4.231 -0.828 0.00
C -2.342 0.829 3.952 0.00
H 2.656 -1.913 2.521 0.00
O -0.631 0.516 2.237 0.00
H 6.310 0.324 2.577 0.00
O -1.748 1.427 -0.110 0.00
C 2.100 -0.105 -2.856 0.00
H 3.103 2.265 -0.058 0.02
Sr -0.466 -0.429 0.183 0.00
N 0.754 -2.584 -0.268 0.00
N -2.128 -2.172 -0.421 0.00
H 4.646 -1.866 -3.576 0.00
C -1.155 1.948 -2.351 0.00
C 4.627 -1.800 -2.487 0.01
Si 4.435 -0.735 1.309 0.08
H 2.474 2.030 2.411 0.00
C 5.664 0.639 1.756 0.02
H 0.723 -0.766 4.121 0.00
C -2.226 2.109 -1.275 0.00
C 0.354 -3.842 -0.471 0.00
C 1.523 3.321 0.982 0.00
H 4.759 -3.089 0.578 0.00
H -1.449 2.447 -3.278 0.00
O 0.557 2.318 0.609 0.00
H -2.539 -1.377 2.361 0.00
H -1.069 -5.228 -0.820 0.00
H 0.504 4.909 -0.070 0.00
N 1.347 -4.710 -0.309 0.00
C -2.079 -3.488 -0.625 0.00
H -3.186 3.706 -0.174 0.00
N -3.287 -4.038 -0.644 0.00
N -4.117 -3.001 -0.439 0.00
H 1.640 0.872 -2.705 0.00
C -1.730 -1.427 3.091 0.00
H -2.779 0.356 4.833 0.00
C 5.409 -2.292 0.930 0.01
H -3.918 1.863 -2.596 0.00
C 0.890 4.710 0.929 0.00
H -4.272 1.542 -0.891 0.00
H 5.155 1.551 2.059 0.00
H 5.898 -2.630 1.847 0.00
H -0.945 -2.077 2.691 0.00
H -1.539 4.086 -0.692 0.00
C 2.050 3.027 2.378 0.00
H 6.189 -2.130 0.187 0.00
H -0.455 -0.502 5.412 0.00
H -2.854 4.083 -1.865 0.00
H 2.425 0.174 0.057 0.03
H 1.639 5.470 1.158 0.00
H 6.301 0.885 0.908 0.00
C 3.323 -1.090 2.781 0.00
C -3.527 1.426 -1.675 0.00
H 3.915 -1.395 3.645 0.00
H -1.998 1.821 4.238 0.00
Si 3.762 -0.213 -1.976 0.08
H -3.385 0.356 -1.822 0.00
C -1.205 -0.039 3.433 0.00
C 4.829 1.267 -2.486 0.02
C 2.646 3.250 -0.047 0.02
H 3.426 3.980 0.179 0.00
N 2.070 -2.710 0.050 0.05
H 5.677 1.393 -1.816 0.00

Record 3
99
Properties=species:S:1:pos:R:3:lowdin_charge:R:1 method="wB97M-V/def2-TZVPD" e_lumo_ev=-12.133 charge=+2 de_lowest_ev=0.000 e_tot_ha=-4131.8130 orbital_gap_ev=1.200 e_homo_ev=-13.33
H -2.881 7.501 -5.413 0.10
H 4.582 -0.850 5.205 0.08
H -2.625 -3.815 4.774 0.11
H 1.899 -0.314 -4.215 0.09
H 0.897 -4.696 5.532 0.11
C -0.156 4.924 -1.893 0.00
H 3.223 -2.794 6.475 0.09
O 2.859 -4.147 -5.251 -0.04
H 3.599 -0.525 -3.589 0.10
C -1.768 -2.544 2.465 -0.55
C 2.694 -3.010 -4.382 -0.48
H -8.474 -0.009 -7.426 0.09
C -6.224 -0.788 -6.131 -0.58
H -2.908 -0.719 0.831 0.06
S -1.396 0.403 -2.122 0.62
C 5.052 -1.725 4.755 -0.03
O 2.355 3.881 2.818 -0.01
H -1.731 3.004 3.652 0.10
H 3.370 3.860 1.106 0.11
C 4.728 -3.090 2.687 -0.05
H -3.830 -0.362 -5.417 0.10
N 2.179 -0.346 4.083 -0.23
N 4.098 -2.313 3.757 -0.15
C -1.073 3.654 3.074 -0.04
P 2.352 -2.025 3.639 0.66
H 4.381 4.429 2.521 0.10
C 2.185 -2.568 6.230 -0.08
H 1.037 1.076 5.048 0.12
C 0.903 0.102 4.578 -0.06
C -1.474 5.863 -3.719 -0.56
O -5.566 -1.431 -5.209 0.03
H -1.437 3.654 2.047 0.09
H -4.409 6.913 -5.069 0.10
H 3.235 -5.040 -7.062 0.10
O 2.864 -1.909 -5.096 -0.01
O -0.671 5.718 -4.593 0.20
O -2.797 0.032 -2.125 -0.24
H 0.498 -0.565 5.339 0.08
H -3.624 -1.827 -4.483 0.09
C 2.922 -0.617 -4.438 0.00
H 0.332 4.292 -2.635 0.10
O 0.715 1.842 -0.281 -0.25
O -1.209 -2.735 1.361 -0.03
C 3.204 -4.047 -6.612 -0.07
H -2.527 -2.154 5.051 0.10
H -1.289 4.627 3.516 0.10
H 4.164 -3.545 -6.726 0.10
O -1.308 5.584 -2.429 0.05
H 1.226 -4.623 3.757 0.10
H -0.526 4.453 -0.983 0.09
H -1.190 -3.238 5.648 0.08
C -3.376 6.571 -5.136 -0.02
H 1.458 -3.016 6.908 0.12
O -5.851 0.184 -6.767 0.15
O 1.853 -2.372 2.301 -0.31
O 0.313 3.438 3.228 -0.01
H 0.241 0.236 3.722 0.10
C -8.374 -1.090 -7.326 0.00
H 3.184 5.478 1.870 0.11
H 5.242 -2.472 5.525 0.11
O 0.806 4.674 1.400 0.11
H 5.998 -1.438 4.294 0.11
N -0.412 -0.353 -0.882 -0.28
O -7.379 -1.469 -6.319 0.00
Al 0.996 -2.822 -0.567 1.11
O -2.768 6.186 -3.909 0.02
H -3.187 5.860 -5.940 0.10
H 4.317 -2.823 1.713 0.09
H 2.210 -1.488 6.372 0.09
C -3.553 -1.207 1.562 -0.03
C 2.915 0.621 3.248 -0.04
S -0.424 0.948 -0.072 0.37
C -1.889 -3.014 4.842 0.02
O -1.655 1.409 0.484 -0.23
H -4.403 -0.557 1.768 0.11
N 1.826 -2.967 4.913 -0.23
C 3.404 4.424 2.038 -0.01
F -0.762 -0.463 -3.330 -0.20
H 3.326 0.069 -5.183 0.10
H -8.031 -1.444 -8.298 0.10
H 2.402 -3.539 -7.148 0.10
C -4.322 -1.019 -4.700 -0.04
O -2.806 -1.661 2.670 -0.02
H 0.612 5.619 -1.556 0.11
H 2.538 -4.922 4.853 0.11
H -3.939 -2.082 1.040 0.11
O 2.249 -3.039 -3.233 -0.05
H -4.487 -0.561 -3.725 0.08
O -1.200 -2.981 3.539 -0.01
H -9.328 -1.556 -7.082 0.10
O -1.004 1.748 -2.625 -0.26
H 3.957 0.749 3.541 0.10
H 2.946 0.271 2.216 0.10
C 1.154 4.017 2.379 -0.63
C 1.596 -4.384 4.755 -0.04
H 4.789 -4.172 2.805 0.12
H 2.434 1.599 3.294 0.08
F 0.141 0.199 1.219 -0.24
H 5.785 -2.825 2.649 0.10